{
  "formula": "C30H62O5P2PdS2Si",
  "method": "ωB97M-V with the def2-TZVPD basis set",
  "total_charge": -2,
  "spin_multiplicity": 1,
  "homo_ev": -0.9163,
  "relative_energy_ev": 0.540,
  "orbital_gap_ev": 5.05,
  "elements": ["Pd", "C", "C", "C", "O", "P", "S", "S", "O", "C", "C", "C", "H", "H", "H", "H", "H", "H", "H", "H", "H", "H", "H", "H", "H", "H", "O", "P", "C", "C", "C", "C", "C", "C", "C", "C", "C", "C", "C", "C", "C", "C", "C", "C", "C", "C", "H", "H", "H", "H", "H", "H", "H", "H", "H", "H", "H", "H", "H", "H", "H", "H", "H", "H", "H", "H", "H", "H", "H", "H", "H", "H", "H", "H", "H", "H", "H", "H", "H", "C", "C", "C", "O", "H", "H", "H", "H", "H", "H", "C", "Si", "C", "C", "O", "H", "H", "H", "H", "H", "H", "H", "H", "H"],
  "positions_angstrom": [[-0.403, -0.564, 0.785], [-2.073, -4.044, 4.504], [-3.120, -3.485, 3.555], [-3.381, -2.017, 3.850], [-2.610, -3.724, 2.232], [-3.330, -3.182, 0.876], [-5.288, -3.479, 1.004], [-2.757, -1.371, 0.322], [-2.630, -4.238, -0.141], [-2.614, -5.670, -0.121], [-3.553, -6.346, 0.870], [-1.183, -6.125, 0.119], [-2.421, -3.956, 5.537], [-1.154, -3.467, 4.389], [-1.874, -5.098, 4.287], [-4.054, -4.051, 3.643], [-2.452, -1.463, 3.711], [-3.715, -1.912, 4.886], [-4.146, -1.610, 3.189], [-2.913, -5.964, -1.132], [-3.230, -6.147, 1.894], [-3.532, -7.425, 0.691], [-4.570, -5.978, 0.759], [-0.838, -5.726, 1.076], [-0.526, -5.758, -0.671], [-1.129, -7.218, 0.141], [1.438, -0.652, -1.344], [2.253, -1.892, -1.350], [3.962, -1.513, -1.958], [4.779, -0.840, -0.839], [4.222, 0.534, -0.443], [3.914, 1.414, -1.676], [4.491, 0.801, -2.953], [3.865, -0.575, -3.199], [2.492, -2.642, 0.307], [3.545, -3.784, 0.354], [2.944, -5.101, 0.849], [2.296, -4.936, 2.228], [1.410, -3.666, 2.307], [1.161, -3.071, 0.928], [1.524, -3.258, -2.356], [-0.016, -3.169, -2.273], [-0.632, -2.037, -3.114], [0.207, -1.701, -4.353], [0.953, -2.939, -4.846], [2.007, -3.391, -3.823], [4.451, -2.452, -2.231], [5.811, -0.734, -1.191], [4.825, -1.484, 0.040], [4.945, 1.027, 0.212], [3.301, 0.405, 0.129], [4.308, 2.423, -1.532], [2.831, 1.500, -1.784], [5.580, 0.719, -2.876], [4.283, 1.446, -3.811], [4.320, -1.046, -4.074], [2.815, -0.395, -3.432], [2.839, -1.790, 0.903], [4.358, -3.505, 1.032], [4.004, -3.946, -0.626], [3.723, -5.869, 0.890], [2.197, -5.453, 0.131], [3.087, -4.886, 2.984], [1.706, -5.830, 2.450], [1.886, -2.908, 2.933], [0.453, -3.884, 2.779], [0.471, -2.190, 1.016], [0.658, -3.808, 0.307], [1.839, -4.159, -1.816], [-0.351, -3.032, -1.245], [-0.419, -4.134, -2.596], [-0.750, -1.153, -2.491], [-1.635, -2.352, -3.414], [0.929, -0.920, -4.101], [-0.428, -1.297, -5.145], [1.442, -2.752, -5.807], [0.228, -3.744, -5.010], [2.920, -2.815, -3.980], [2.270, -4.435, -4.018], [-1.062, 1.190, 2.922], [-0.053, 0.036, 2.881], [1.283, 0.400, 2.254], [-0.168, -0.948, 3.641], [-0.645, 2.015, 3.515], [-1.992, 0.858, 3.379], [-1.244, 1.579, 1.919], [1.549, 1.442, 2.433], [1.132, 0.341, 1.132], [2.070, -0.279, 2.577], [2.076, 3.900, 0.568], [0.410, 3.432, -0.266], [-0.821, 4.645, 0.566], [0.635, 4.100, -2.055], [0.008, 1.925, -0.177], [2.352, 4.945, 0.375], [2.888, 3.263, 0.197], [2.025, 3.768, 1.655], [-0.735, 5.671, 0.188], [-0.665, 4.672, 1.651], [-1.848, 4.304, 0.394], [0.173, 5.085, -2.196], [0.170, 3.407, -2.764], [1.694, 4.190, -2.327]]
}

---

{
  "formula": "C30H63Br2F10NO13PS5",
  "method": "ωB97M-V with the def2-TZVPD basis set",
  "total_charge": 1,
  "spin_multiplicity": 1,
  "homo_ev": -11.8352,
  "orbital_gap_ev": 7.16,
  "elements": ["C", "C", "C", "C", "C", "C", "C", "P", "O", "Br", "C", "C", "C", "C", "F", "F", "C", "F", "F", "S", "F", "F", "F", "F", "F", "C", "C", "C", "Br", "C", "N", "C", "C", "F", "H", "H", "H", "H", "H", "H", "H", "H", "H", "H", "H", "H", "H", "H", "H", "H", "H", "H", "H", "H", "H", "H", "H", "H", "H", "H", "H", "H", "H", "H", "H", "O", "S", "O", "O", "C", "C", "C", "H", "H", "H", "H", "H", "H", "H", "H", "O", "S", "O", "O", "C", "C", "C", "H", "H", "H", "H", "H", "H", "H", "H", "O", "S", "O", "O", "C", "C", "C", "H", "H", "H", "H", "H", "H", "H", "H", "O", "S", "O", "O", "C", "C", "C", "H", "H", "H", "H", "H", "H", "H", "H"],
  "positions_angstrom": [[-6.527, -4.179, -1.021], [-7.476, -3.088, -0.232], [-6.740, -1.603, -0.419], [-6.188, -0.998, 1.017], [-7.114, 0.290, 1.423], [-4.571, -0.750, 1.075], [-3.984, 0.807, 1.046], [-4.545, 1.984, -0.344], [-5.667, 1.251, -1.455], [-5.709, 3.671, 0.732], [-2.404, 0.788, 1.533], [-1.239, 1.302, 0.471], [-0.539, 0.106, -0.398], [0.830, -0.536, 0.271], [0.405, -1.914, 0.736], [1.291, 0.147, 1.501], [1.977, -0.812, -0.859], [2.793, -1.979, -0.357], [1.383, -1.283, -2.162], [3.162, 0.570, -1.217], [3.940, 0.502, 0.305], [2.087, 1.819, -0.768], [2.578, 0.580, -2.865], [4.305, -0.639, -1.757], [4.288, 1.783, -1.677], [-2.494, 1.521, 3.010], [-1.086, 1.563, 3.843], [-1.050, 3.054, 4.601], [-1.036, 0.219, 5.377], [-2.367, -0.819, 1.997], [-3.809, -1.271, 2.312], [-3.915, -2.739, 2.658], [-3.880, -3.762, 1.377], [-2.851, -3.149, 3.648], [-6.908, -4.330, -2.129], [-6.452, -5.181, -0.415], [-5.428, -3.715, -1.008], [-7.687, -3.356, 0.889], [-8.513, -3.046, -0.779], [-7.622, -0.876, -0.761], [-5.928, -1.604, -1.274], [-6.423, -1.845, 1.824], [-8.175, -0.125, 1.779], [-7.310, 1.059, 0.563], [-6.661, 0.820, 2.391], [-4.199, -1.173, 0.023], [-4.561, 1.261, 1.988], [-5.213, 0.757, -2.199], [-0.473, 1.951, 1.116], [-1.666, 2.079, -0.329], [-1.254, -0.785, -0.686], [-0.194, 0.600, -1.429], [-3.290, 1.010, 3.738], [-2.889, 2.616, 2.826], [-0.115, 1.443, 3.203], [-1.897, 3.018, 5.437], [-1.397, 3.917, 3.856], [-0.009, 3.278, 5.099], [-1.540, -1.116, 2.806], [-2.101, -1.612, 1.145], [-4.303, -0.814, 3.110], [-4.938, -2.911, 3.215], [-3.016, -4.553, 1.604], [-4.874, -4.416, 1.277], [-3.588, -3.263, 0.353], [-11.185, -2.616, -0.196], [-11.825, -1.398, -0.647], [-11.976, -0.245, 0.213], [-13.279, -1.768, -1.285], [-14.195, -2.521, -0.503], [-14.883, -1.652, 0.533], [-11.049, -0.875, -2.155], [-13.698, -3.377, -0.035], [-14.948, -2.920, -1.190], [-14.174, -1.313, 1.295], [-15.680, -2.207, 1.036], [-15.310, -0.757, 0.069], [-10.984, -1.728, -2.834], [-10.048, -0.512, -1.913], [-11.640, -0.070, -2.597], [10.967, 0.190, -0.705], [10.327, 1.408, -1.155], [10.175, 2.561, -0.295], [8.873, 1.038, -1.793], [7.956, 0.285, -1.012], [7.269, 1.154, 0.025], [11.103, 1.931, -2.664], [8.454, -0.571, -0.544], [7.204, -0.115, -1.698], [7.977, 1.492, 0.786], [6.472, 0.599, 0.527], [6.842, 2.049, -0.440], [11.168, 1.078, -3.343], [12.103, 2.293, -2.421], [10.512, 2.736, -3.105], [10.806, -0.351, -7.170], [11.268, -1.266, -6.148], [12.173, -0.853, -5.098], [11.871, -2.601, -6.864], [12.881, -2.448, -7.850], [14.236, -2.187, -7.219], [9.855, -2.037, -5.399], [12.617, -1.658, -8.561], [12.924, -3.386, -8.412], [14.260, -1.208, -6.730], [15.025, -2.206, -7.976], [14.458, -2.937, -6.453], [9.193, -2.404, -6.186], [9.340, -1.286, -4.796], [10.194, -2.856, -4.762], [2.063, 3.767, 3.987], [3.290, 3.403, 4.663], [3.434, 3.498, 6.100], [4.536, 4.185, 3.960], [4.469, 5.598, 3.833], [4.791, 6.287, 5.146], [3.748, 1.762, 4.161], [3.491, 5.910, 3.451], [5.215, 5.887, 3.086], [4.011, 6.099, 5.890], [4.870, 7.369, 5.005], [5.732, 5.912, 5.561], [3.698, 1.699, 3.072], [3.041, 1.062, 4.610], [4.758, 1.552, 4.518]]
}

---

{
  "formula": "C30H63FN4O7P",
  "method": "ωB97M-V with the def2-TZVPD basis set",
  "spin_multiplicity": 4,
  "homo_ev": [-8.8549, -9.4204],
  "orbital_gap_ev": [8.78, 8.95],
  "elements": ["N", "O", "P", "O", "O", "O", "C", "C", "C", "F", "H", "H", "H", "H", "H", "H", "H", "H", "H", "C", "C", "C", "C", "C", "C", "N", "O", "C", "C", "C", "H", "H", "H", "H", "H", "H", "H", "H", "H", "H", "H", "H", "H", "H", "H", "H", "H", "H", "C", "C", "C", "C", "C", "C", "N", "O", "C", "C", "C", "H", "H", "H", "H", "H", "H", "H", "H", "H", "H", "H", "H", "H", "H", "H", "H", "H", "H", "C", "C", "C", "C", "C", "C", "N", "O", "C", "C", "C", "H", "H", "H", "H", "H", "H", "H", "H", "H", "H", "H", "H", "H", "H", "H", "H", "H", "H"],
  "positions_angstrom": [[-0.321, 6.818, -1.694], [-0.593, 6.297, -0.486], [-0.855, 4.577, -0.539], [-0.602, 4.048, 0.964], [0.271, 3.691, -1.540], [-2.475, 4.085, -0.946], [-2.911, 4.601, -2.251], [-4.374, 5.359, -2.093], [-4.725, 5.829, -0.561], [-6.138, 6.333, -0.419], [0.259, 6.189, -2.291], [0.322, 7.640, -1.489], [1.166, 3.666, -1.062], [-3.128, 3.644, -2.932], [-2.104, 5.230, -2.818], [-4.320, 6.327, -2.775], [-5.279, 4.720, -2.531], [-4.039, 6.749, -0.294], [-4.608, 4.991, 0.253], [-4.591, 0.689, 3.887], [-4.527, 2.199, 3.532], [-4.227, 3.025, 4.812], [-5.423, 3.134, 5.753], [-6.652, 3.658, 5.017], [-6.994, 2.844, 3.741], [-5.801, 2.622, 2.855], [-5.540, 3.834, 2.189], [-7.618, 1.479, 4.141], [-8.169, 3.565, 2.999], [-3.285, 2.288, 2.585], [-5.009, 0.104, 3.059], [-3.591, 0.285, 4.089], [-5.164, 0.473, 4.788], [-3.910, 4.039, 4.536], [-3.384, 2.582, 5.357], [-5.638, 2.165, 6.214], [-5.176, 3.814, 6.578], [-7.507, 3.659, 5.705], [-6.475, 4.710, 4.753], [-7.721, 0.821, 3.271], [-8.622, 1.614, 4.563], [-7.061, 0.950, 4.912], [-7.933, 4.599, 2.733], [-9.065, 3.610, 3.632], [-8.443, 3.027, 2.082], [-3.452, 1.720, 1.662], [-2.391, 1.871, 3.068], [-3.028, 3.317, 2.314], [2.743, 0.866, -5.648], [3.521, 1.221, -4.352], [4.746, 0.277, -4.204], [4.368, -1.138, -3.779], [3.511, -1.120, -2.516], [2.266, -0.201, -2.636], [2.599, 1.164, -3.167], [3.211, 1.884, -2.124], [1.200, -0.877, -3.542], [1.559, -0.148, -1.240], [4.045, 2.667, -4.639], [1.765, 1.363, -5.672], [3.288, 1.194, -6.542], [2.592, -0.203, -5.792], [5.444, 0.687, -3.462], [5.301, 0.229, -5.149], [3.844, -1.655, -4.588], [5.281, -1.717, -3.590], [3.202, -2.146, -2.280], [4.139, -0.791, -1.677], [0.383, -0.185, -3.773], [0.755, -1.747, -3.044], [1.600, -1.265, -4.476], [2.217, 0.212, -0.443], [1.225, -1.147, -0.931], [0.672, 0.498, -1.273], [3.212, 3.372, -4.749], [4.625, 2.699, -5.570], [4.712, 3.042, -3.856], [5.382, -8.043, 0.458], [5.446, -6.533, 0.103], [5.746, -5.707, 1.383], [4.550, -5.598, 2.324], [3.321, -5.073, 1.588], [2.979, -5.888, 0.312], [4.173, -6.110, -0.574], [4.433, -4.898, -1.240], [2.355, -7.252, 0.713], [1.804, -5.167, -0.430], [6.689, -6.444, -0.844], [4.964, -8.628, -0.370], [6.382, -8.447, 0.660], [4.809, -8.259, 1.359], [6.063, -4.692, 1.107], [6.589, -6.150, 1.928], [4.335, -6.566, 2.785], [4.797, -4.917, 3.149], [2.467, -5.073, 2.276], [3.498, -4.022, 1.324], [2.253, -7.911, -0.158], [1.351, -7.118, 1.134], [2.912, -7.781, 1.483], [2.040, -4.132, -0.696], [0.909, -5.122, 0.203], [1.530, -5.705, -1.347], [6.521, -7.012, -1.767], [7.582, -6.860, -0.361], [6.945, -5.415, -1.115]]
}

---

The calculation returns the following molar mass values, one per record and in order: 763.409 1186.925 641.827 g mol⁻¹.
The calculation returns the following max |F| values, one per record and in order: 1.37 5.84 8.19 eV Å⁻¹.